No. 1
{"formula": "C20H52N12O28", "method": "ωB97M-V with the def2-TZVPD basis set", "s2": 0.755, "total_charge": 1, "spin_multiplicity": 2, "max_force_ha_per_bohr": 0.1149, "homo_ev": [-12.528, -12.527], "species": ["C", "N", "O", "O", "H", "H", "H", "C", "N", "O", "O", "H", "H", "H", "C", "N", "O", "O", "H", "H", "H", "C", "N", "O", "O", "H", "H", "H", "C", "N", "O", "O", "H", "H", "H", "C", "N", "O", "O", "H", "H", "H", "C", "N", "O", "O", "H", "H", "H", "C", "N", "O", "O", "H", "H", "H", "C", "N", "O", "O", "H", "H", "H", "C", "N", "O", "O", "H", "H", "H", "C", "N", "O", "O", "H", "H", "H", "C", "N", "O", "O", "H", "H", "H", "O", "C", "O", "C", "C", "C", "H", "H", "H", "H", "H", "H", "H", "H", "O", "C", "O", "C", "C", "C", "H", "H", "H", "H", "H", "H", "H", "H"], "xyz": [[10.196, 7.578, -22.683], [11.022, 6.375, -22.485], [12.051, 6.461, -21.775], [10.641, 5.307, -23.072], [9.825, 7.811, -23.681], [10.801, 8.408, -22.316], [9.333, 7.424, -22.035], [9.303, 8.033, -15.173], [9.530, 6.679, -14.611], [9.334, 5.766, -15.392], [9.895, 6.562, -13.447], [9.425, 8.745, -14.357], [8.340, 8.156, -15.670], [10.094, 8.164, -15.911], [4.143, 11.073, -22.334], [2.686, 10.840, -22.289], [2.232, 10.309, -21.300], [1.988, 11.214, -23.261], [4.490, 10.675, -21.380], [4.335, 12.136, -22.481], [4.560, 10.481, -23.149], [7.189, 4.777, -21.895], [7.593, 4.817, -20.492], [8.502, 5.615, -20.223], [7.058, 3.962, -19.719], [6.757, 5.772, -22.003], [6.474, 3.974, -22.070], [8.125, 4.720, -22.451], [9.564, 13.672, -20.713], [10.524, 13.922, -19.665], [10.515, 15.036, -19.188], [11.314, 13.030, -19.386], [9.236, 12.635, -20.649], [10.020, 13.869, -21.683], [8.638, 14.209, -20.510], [10.746, 4.312, -18.228], [11.912, 3.391, -18.398], [12.912, 3.529, -17.719], [11.708, 2.430, -19.159], [9.804, 3.811, -18.451], [10.924, 5.084, -18.977], [10.630, 4.744, -17.234], [8.628, 11.914, -25.341], [8.490, 11.478, -23.924], [9.330, 10.724, -23.496], [7.602, 12.012, -23.277], [9.492, 12.567, -25.462], [7.693, 12.366, -25.671], [8.802, 10.993, -25.897], [15.240, 7.246, -18.325], [13.834, 7.015, -18.771], [13.552, 7.706, -19.712], [13.030, 6.313, -18.188], [15.889, 6.845, -19.104], [15.455, 6.876, -17.322], [15.397, 8.323, -18.260], [7.862, 11.741, -15.873], [8.531, 12.836, -16.604], [8.202, 13.133, -17.756], [9.431, 13.494, -16.000], [7.467, 12.197, -14.965], [8.603, 10.983, -15.620], [7.032, 11.254, -16.386], [6.354, 5.049, -16.955], [6.074, 6.095, -15.967], [6.199, 7.236, -16.371], [5.808, 5.751, -14.843], [5.623, 5.106, -17.761], [6.336, 4.076, -16.463], [7.359, 5.245, -17.329], [12.305, 12.173, -16.670], [12.962, 11.035, -15.883], [13.673, 11.370, -14.978], [12.676, 9.896, -16.172], [11.892, 12.913, -15.984], [11.506, 11.719, -17.256], [13.031, 12.540, -17.395], [4.738, 12.423, -17.197], [3.534, 13.103, -17.728], [2.775, 13.671, -16.979], [3.254, 12.809, -18.866], [4.976, 11.590, -17.858], [4.451, 12.122, -16.189], [5.600, 13.089, -17.221], [9.395, 9.977, -17.950], [9.478, 9.095, -18.866], [8.559, 8.944, -19.852], [7.645, 9.988, -19.987], [6.335, 9.411, -19.386], [10.490, 8.014, -18.809], [7.590, 10.090, -21.071], [7.992, 10.947, -19.602], [5.583, 10.184, -19.543], [6.331, 9.081, -18.346], [5.924, 8.536, -19.890], [10.121, 6.989, -18.764], [11.267, 8.247, -18.081], [11.061, 7.994, -19.737], [4.544, 5.747, -20.958], [3.541, 5.683, -20.202], [2.238, 5.325, -20.517], [2.033, 4.627, -21.700], [0.717, 5.278, -22.236], [3.573, 6.394, -18.855], [2.028, 3.537, -21.662], [2.808, 4.891, -22.420], [0.810, 5.154, -23.315], [0.656, 6.333, -21.970], [-0.022, 4.758, -21.627], [2.874, 7.229, -18.811], [4.583, 6.621, -18.513], [3.138, 5.705, -18.131]]}

No. 2
{"formula": "C20H52O16S2", "method": "ωB97M-V with the def2-TZVPD basis set", "smiles": "O=S1(=O)CCCC1.O=S1(=O)CCCC1.OCCO.OCCO.OCCO.OCCO.OCCO.OCCO", "max_force_ha_per_bohr": 0.0400, "homo_ev": -9.346, "species": ["O", "S", "O", "C", "C", "C", "C", "H", "H", "H", "H", "H", "H", "H", "H", "O", "S", "O", "C", "C", "C", "C", "H", "H", "H", "H", "H", "H", "H", "H", "O", "C", "C", "O", "H", "H", "H", "H", "H", "H", "O", "C", "C", "O", "H", "H", "H", "H", "H", "H", "O", "C", "C", "O", "H", "H", "H", "H", "H", "H", "O", "C", "C", "O", "H", "H", "H", "H", "H", "H", "O", "C", "C", "O", "H", "H", "H", "H", "H", "H", "O", "C", "C", "O", "H", "H", "H", "H", "H", "H"], "xyz": [[-5.413, -0.492, -1.176], [-5.190, -1.347, -0.043], [-5.743, -2.674, -0.040], [-3.429, -1.352, 0.308], [-3.215, -0.458, 1.538], [-4.491, 0.196, 2.028], [-5.701, -0.538, 1.475], [-2.885, -1.033, -0.574], [-3.177, -2.387, 0.536], [-2.634, -0.993, 2.298], [-2.429, 0.260, 1.281], [-4.497, 1.255, 1.732], [-4.573, 0.345, 3.107], [-6.590, 0.059, 1.303], [-5.909, -1.399, 2.113], [1.740, -1.949, 2.623], [2.762, -2.528, 1.782], [3.721, -1.712, 1.085], [3.626, -3.864, 2.567], [4.171, -4.652, 1.387], [3.095, -4.668, 0.295], [2.014, -3.641, 0.603], [2.839, -4.387, 3.115], [4.331, -3.491, 3.308], [5.077, -4.175, 1.012], [4.495, -5.620, 1.767], [2.629, -5.653, 0.219], [3.429, -4.468, -0.722], [1.119, -4.039, 1.086], [1.591, -2.963, -0.145], [1.046, -0.312, 0.265], [-0.051, 0.115, -0.554], [0.261, 1.064, -1.684], [1.133, 2.110, -1.284], [1.909, -0.103, -0.119], [-0.621, -0.740, -0.935], [-0.690, 0.610, 0.188], [-0.649, 1.525, -2.076], [0.662, 0.511, -2.548], [1.968, 1.675, -1.066], [3.558, 0.935, -0.540], [4.150, 1.892, 0.385], [3.992, 1.346, 1.781], [2.634, 1.357, 2.223], [4.005, 1.030, -1.387], [5.215, 1.947, 0.137], [3.693, 2.875, 0.265], [4.498, 2.052, 2.444], [4.401, 0.339, 1.870], [2.076, 0.986, 1.526], [-1.399, 4.210, -1.738], [-2.018, 4.598, -0.518], [-2.780, 3.429, 0.098], [-1.977, 2.656, 0.981], [-0.663, 3.676, -1.417], [-1.303, 4.989, 0.212], [-2.750, 5.388, -0.702], [-3.212, 2.770, -0.650], [-3.620, 3.829, 0.689], [-1.908, 3.028, 1.864], [-1.946, 1.788, -4.845], [-3.366, 1.626, -4.776], [-3.960, 2.493, -3.681], [-3.926, 3.862, -4.016], [-1.508, 0.941, -4.755], [-3.839, 1.927, -5.713], [-3.554, 0.575, -4.539], [-3.497, 2.285, -2.713], [-5.018, 2.221, -3.651], [-3.011, 4.160, -4.077], [-0.061, -0.304, 3.823], [0.379, 0.830, 4.550], [-0.584, 1.983, 4.396], [-0.799, 2.267, 3.022], [0.689, -0.679, 3.339], [0.573, 0.553, 5.598], [1.385, 1.105, 4.202], [-0.135, 2.878, 4.822], [-1.542, 1.735, 4.863], [-0.684, 1.445, 2.528], [4.218, -3.577, -2.729], [3.866, -2.446, -3.524], [2.596, -1.868, -2.951], [1.425, -2.627, -3.271], [4.806, -4.123, -3.260], [4.625, -1.655, -3.418], [3.797, -2.663, -4.591], [2.433, -0.850, -3.313], [2.694, -1.762, -1.862], [1.624, -3.538, -3.035]]}

No. 3
{"formula": "C20H53F2N7O11S2", "method": "ωB97M-V with the def2-TZVPD basis set", "total_charge": 4, "max_force_ha_per_bohr": 0.1742, "homo_ev": -15.682, "species": ["C", "C", "O", "H", "H", "H", "H", "H", "C", "C", "O", "N", "H", "H", "C", "H", "H", "H", "H", "H", "H", "C", "C", "O", "N", "H", "H", "C", "H", "H", "H", "H", "H", "H", "C", "C", "O", "N", "H", "H", "C", "H", "H", "H", "H", "H", "H", "C", "C", "O", "N", "H", "H", "C", "H", "H", "H", "H", "H", "H", "C", "C", "O", "N", "H", "H", "C", "H", "H", "H", "H", "H", "H", "C", "C", "O", "N", "H", "H", "C", "H", "H", "H", "H", "H", "H", "N", "S", "O", "O", "F", "S", "O", "O", "F"], "xyz": [[0.815, 0.188, -0.867], [-0.668, 0.294, -0.744], [-1.452, -0.722, -1.325], [1.058, -0.085, -1.894], [1.321, -0.604, -0.315], [1.357, 1.045, -0.469], [-0.759, 1.276, -1.208], [-0.895, 0.425, 0.314], [2.361, 2.248, 2.430], [1.017, 2.120, 3.243], [-0.018, 1.778, 2.630], [1.022, 1.795, 4.765], [1.771, 2.363, 5.135], [0.099, 1.873, 5.167], [1.422, 0.334, 4.955], [3.254, 2.084, 3.032], [2.392, 3.337, 2.396], [2.209, 1.713, 1.492], [2.360, -0.024, 4.530], [0.634, -0.185, 4.408], [1.245, 0.034, 5.988], [3.474, -1.257, 1.383], [4.185, -1.331, 2.659], [4.372, -0.411, 3.413], [4.918, -2.694, 3.043], [4.214, -3.415, 2.979], [5.583, -3.042, 2.368], [5.445, -2.745, 4.490], [4.177, -0.793, 0.691], [2.574, -0.678, 1.590], [3.127, -2.244, 1.079], [6.082, -1.863, 4.554], [6.072, -3.637, 4.516], [4.659, -2.899, 5.228], [2.117, -5.011, -1.102], [1.568, -3.616, -1.473], [2.225, -2.626, -1.361], [0.030, -3.474, -1.610], [-0.525, -4.038, -0.982], [-0.116, -2.488, -1.447], [-0.535, -3.808, -3.002], [1.428, -5.800, -1.403], [2.296, -5.246, -0.053], [2.987, -5.120, -1.750], [-0.417, -4.839, -3.334], [-0.044, -3.080, -3.648], [-1.603, -3.593, -3.018], [-2.558, 2.848, 0.991], [-3.326, 4.219, 1.084], [-3.770, 4.729, 2.108], [-3.564, 4.980, -0.234], [-2.749, 5.560, -0.375], [-3.557, 4.285, -0.966], [-4.913, 5.722, -0.331], [-2.319, 2.747, 2.049], [-1.680, 3.060, 0.380], [-3.243, 2.137, 0.528], [-5.666, 5.025, 0.036], [-4.971, 5.871, -1.409], [-5.067, 6.662, 0.199], [-3.582, -0.878, 2.309], [-3.870, -2.141, 1.474], [-4.712, -2.882, 1.870], [-3.371, -2.404, 0.027], [-2.844, -1.613, -0.314], [-2.719, -3.176, 0.044], [-4.475, -2.827, -1.020], [-3.257, -1.329, 3.247], [-4.526, -0.396, 2.564], [-2.801, -0.202, 1.961], [-5.285, -2.124, -0.824], [-4.854, -3.813, -0.754], [-3.927, -2.924, -1.957], [-0.748, 0.879, -4.687], [-2.175, 0.225, -4.741], [-2.529, -0.317, -5.677], [-3.001, 0.407, -3.455], [-2.642, -0.297, -2.827], [-2.806, 1.253, -2.938], [-4.500, 0.291, -3.787], [-0.290, 0.850, -3.698], [-0.698, 1.955, -4.855], [-0.273, 0.278, -5.463], [-5.112, 0.244, -2.886], [-4.752, -0.614, -4.338], [-4.835, 1.227, -4.234], [5.424, 3.223, -2.052], [4.050, 2.785, -2.538], [2.913, 2.762, -1.635], [3.922, 1.953, -3.703], [3.799, 4.176, -3.285], [5.550, 1.724, -1.127], [6.009, 0.595, -1.941], [4.615, 1.532, -0.028], [6.846, 2.197, -0.264]]}

No. 4
{"formula": "C20H53FFeO7", "method": "ωB97M-V with the def2-TZVPD basis set", "s2": 8.763, "total_charge": 1, "spin_multiplicity": 6, "max_force_ha_per_bohr": 0.0683, "homo_ev": [-11.786, -11.784], "species": ["Fe", "C", "C", "O", "H", "H", "H", "H", "H", "F", "C", "C", "C", "O", "H", "H", "H", "H", "H", "H", "H", "H", "C", "C", "C", "O", "H", "H", "H", "H", "H", "H", "H", "H", "C", "C", "C", "O", "H", "H", "H", "H", "H", "H", "H", "H", "C", "C", "C", "O", "H", "H", "H", "H", "H", "H", "H", "H", "C", "C", "C", "O", "H", "H", "H", "H", "H", "H", "H", "H", "C", "C", "C", "O", "H", "H", "H", "H", "H", "H", "H", "H"], "xyz": [[1.493, 0.290, -0.237], [4.299, 1.343, 2.609], [2.871, 1.713, 2.274], [2.332, 1.034, 1.211], [4.367, 0.289, 2.881], [4.629, 1.896, 3.491], [4.991, 1.630, 1.818], [2.843, 2.788, 2.025], [2.257, 1.695, 3.184], [-0.265, 0.271, 0.471], [-1.659, -2.815, 2.051], [-1.768, -3.975, 1.093], [-2.831, -3.770, 0.032], [-0.455, -4.147, 0.474], [-2.645, -2.685, 2.502], [-1.416, -1.876, 1.545], [-0.927, -2.912, 2.852], [-1.949, -4.902, 1.650], [-3.828, -3.632, 0.446], [-2.801, -4.519, -0.758], [-2.597, -2.818, -0.460], [-0.412, -4.996, 0.023], [1.441, 3.375, -3.014], [1.559, 3.406, -1.489], [0.725, 4.516, -0.899], [0.893, 2.151, -1.051], [2.256, 3.888, -3.533], [0.544, 3.882, -3.373], [1.470, 2.349, -3.377], [2.596, 3.466, -1.176], [0.699, 4.513, 0.192], [-0.320, 4.520, -1.227], [1.097, 5.499, -1.200], [-0.041, 2.342, -1.261], [2.581, -2.369, 2.449], [2.761, -2.199, 0.955], [3.233, -3.463, 0.252], [1.570, -1.664, 0.295], [3.559, -2.356, 2.927], [2.009, -3.262, 2.708], [2.009, -1.536, 2.863], [3.604, -1.517, 0.812], [2.677, -4.364, 0.528], [4.261, -3.640, 0.573], [3.179, -3.404, -0.835], [0.919, -2.385, 0.269], [-4.055, 2.957, -2.211], [-3.091, 1.863, -2.678], [-2.732, 2.005, -4.142], [-1.932, 1.803, -1.841], [-4.948, 2.975, -2.835], [-3.584, 3.939, -2.163], [-4.374, 2.683, -1.202], [-3.674, 0.946, -2.511], [-3.636, 1.764, -4.690], [-1.912, 1.329, -4.393], [-2.370, 3.018, -4.320], [-2.116, 1.512, -0.938], [-0.658, -2.408, -2.835], [0.590, -1.539, -2.920], [0.815, -0.995, -4.310], [0.426, -0.397, -2.025], [-0.576, -3.253, -3.515], [-1.609, -1.899, -3.009], [-0.710, -2.720, -1.790], [1.421, -2.157, -2.586], [0.013, -0.412, -4.757], [1.198, -1.721, -5.036], [1.739, -0.392, -4.307], [-0.308, 0.111, -2.408], [-2.066, 1.733, 4.781], [-1.242, 0.905, 3.812], [-0.429, -0.224, 4.428], [-2.113, 0.433, 2.803], [-2.935, 1.203, 5.182], [-2.517, 2.528, 4.180], [-1.513, 2.181, 5.605], [-0.536, 1.631, 3.376], [0.222, 0.237, 5.174], [0.136, -0.690, 3.625], [-1.093, -0.930, 4.924], [-1.642, 0.332, 1.964]]}